Entry from OMol25: a structure of composition C61H49BaN11PS2 (the ωB97M-V functional and the def2-TZVPD basis).

```
125
Properties=species:S:1:pos:R:3:mulliken_charge:R:1
Ba 0.378 0.413 0.592 2.406
C -3.550 -5.171 2.693 -0.590
C -4.519 -4.204 2.964 -0.801
C -4.251 -2.855 2.776 0.192
C -3.000 -2.504 2.301 0.535
C -2.379 -1.204 2.003 -0.908
N -3.031 -0.044 2.226 -0.248
C -2.458 1.125 2.383 -0.034
C -3.214 2.338 2.782 0.136
C -4.562 2.606 2.880 0.027
C -4.945 3.868 3.325 -0.791
C -3.994 4.817 3.692 -0.606
C -2.633 4.535 3.610 0.196
C -2.258 3.297 3.127 -0.112
C -0.935 2.664 2.896 -0.424
N 0.192 3.214 3.281 -0.089
C 1.392 2.572 3.275 -0.419
N 1.773 1.528 2.554 0.551
C 2.988 1.060 3.030 -0.633
N 3.573 -0.081 2.791 -0.500
C 3.070 -1.186 2.218 -0.964
N 1.797 -1.381 1.779 -0.752
C 1.564 -2.691 1.592 -0.809
N 0.353 -3.300 1.513 -0.349
C -0.820 -2.741 1.609 -0.374
N -1.142 -1.396 1.566 0.104
C -2.029 -3.473 2.027 -0.155
C -2.290 -4.815 2.230 -0.198
C 2.795 -3.425 1.820 1.289
C 3.119 -4.777 1.760 -0.235
C 4.395 -5.162 2.120 -0.592
C 5.340 -4.215 2.553 -0.767
C 5.028 -2.872 2.618 -0.412
C 3.749 -2.469 2.237 0.602
C 3.454 1.980 4.071 -0.040
C 4.582 2.003 4.876 -0.211
C 4.682 3.003 5.830 -0.521
C 3.667 3.951 5.996 -0.741
C 2.529 3.915 5.207 -0.019
C 2.438 2.928 4.239 0.202
N -1.139 1.422 2.396 -0.806
H -3.787 -6.215 2.850 0.409
H -5.490 -4.513 3.327 0.395
H -4.987 -2.093 2.991 0.547
H -5.289 1.855 2.605 0.568
H -5.996 4.116 3.395 0.408
H -4.322 5.784 4.052 0.419
H -1.885 5.256 3.919 0.601
H -1.530 -5.556 2.027 0.582
H 2.378 -5.499 1.443 0.555
H 4.675 -6.207 2.078 0.401
H 6.328 -4.553 2.840 0.403
H 5.752 -2.143 2.959 0.508
H 5.353 1.254 4.755 0.552
H 5.557 3.050 6.466 0.396
H 3.773 4.713 6.757 0.393
H 1.725 4.628 5.338 0.539
C -3.466 -2.115 -4.139 -1.856
C -2.211 -2.799 -3.663 1.412
C -2.088 -4.164 -3.915 -0.732
C -0.992 -4.899 -3.492 -0.836
C 0.020 -4.265 -2.792 -1.085
C -0.089 -2.911 -2.526 -1.096
C -1.183 -2.156 -2.955 0.513
P -1.070 -0.377 -2.493 1.921
C -2.829 0.060 -2.152 1.557
C -3.403 -0.794 -1.202 -1.360
C -4.678 -0.593 -0.710 -0.749
C -5.408 0.498 -1.151 -1.018
C -4.847 1.360 -2.077 -0.761
C -3.567 1.169 -2.596 0.435
C -3.058 2.158 -3.609 -1.103
C -0.421 0.492 -3.917 0.215
C -0.906 0.254 -5.208 -0.603
C -0.631 1.091 -6.265 -0.984
C 0.125 2.254 -6.003 -0.597
C 0.670 2.482 -4.775 -1.224
C 0.545 1.545 -3.682 1.956
C 1.327 1.711 -2.555 -1.183
H -3.858 -2.626 -5.019 0.546
H -3.299 -1.070 -4.387 0.068
H -4.232 -2.137 -3.362 0.337
H -2.882 -4.659 -4.464 0.429
H -0.935 -5.960 -3.707 0.372
H 0.885 -4.816 -2.447 0.562
H 0.703 -2.411 -1.979 0.513
H -2.824 -1.643 -0.850 0.478
H -5.084 -1.272 0.028 0.375
H -6.404 0.685 -0.769 0.395
H -5.412 2.222 -2.410 0.340
H -3.704 3.037 -3.625 0.403
H -3.038 1.732 -4.612 0.377
H -2.044 2.481 -3.377 0.042
H -1.530 -0.618 -5.376 0.238
H -1.013 0.884 -7.256 0.357
H 0.290 2.973 -6.798 0.318
H 1.275 3.365 -4.606 0.305
H 2.038 2.527 -2.564 0.475
H 1.570 0.916 -1.864 -0.720
S -2.149 3.483 -0.537 0.013
C -0.918 4.502 -0.162 -0.233
N -0.947 5.485 0.760 -0.181
C 0.342 5.996 1.201 -0.230
C 1.241 5.913 -0.024 -0.741
S 0.661 4.430 -0.919 0.155
H -1.727 5.464 1.403 0.252
H 0.732 5.368 2.010 -0.033
H 0.238 7.022 1.558 0.406
H 2.288 5.797 0.243 0.405
H 1.124 6.777 -0.678 0.342
C 6.231 -2.835 -1.032 -1.174
C 5.027 -2.322 -1.742 0.895
C 4.671 -2.321 -3.068 -1.679
C 3.412 -1.684 -3.126 0.730
N 3.022 -1.313 -1.913 -0.014
N 4.017 -1.708 -1.093 0.140
C 2.571 -1.448 -4.332 -0.973
H 6.801 -3.488 -1.691 0.342
H 5.944 -3.399 -0.146 0.169
H 6.879 -2.015 -0.717 0.241
H 5.236 -2.727 -3.889 0.419
H 3.933 -1.570 -0.098 0.210
H 2.192 -2.393 -4.724 0.265
H 3.149 -0.959 -5.117 0.405
H 1.726 -0.816 -4.089 0.025
```

## Properties
Kohn-Sham gap	3.721	eV
HOMO energy	-2.828	eV
ΔE to the lowest compared entry with this formula, charge and spin	19.7	kcal per mole
E_tot	-4119.68541	a.u.
maximum force	2.43	eV/A
net charge	-1